No. 1
ORCA calculation (ωB97M-V with the def2-TZVPD basis set) on C25H22AuBClNO4S as an isolated structure.

Values from the calculation:
Strongest force on any atom in Eh/bohr: 0.0164
HOMO energy in Ha: -0.04577
Charge: -2
Calculated total energy in a.u.: -2340.6494

Geometry as XYZ:
```
56
Properties=species:S:1:pos:R:3:lowdin_charge:R:1
Au -1.595 1.659 -0.556 0.79
S 2.468 4.085 -2.931 1.04
C 3.251 3.993 -1.393 -0.49
C 4.527 4.399 -1.019 -0.12
C 4.917 4.218 0.299 -0.13
C 4.043 3.639 1.224 -0.11
C 2.773 3.233 0.852 -0.01
C 2.367 3.408 -0.470 -0.30
N 1.137 3.049 -0.970 0.10
C 1.004 3.312 -2.219 -0.49
C -0.178 3.082 -3.055 -0.28
C -0.066 3.384 -4.423 -0.12
C -1.150 3.278 -5.267 -0.13
C -2.367 2.850 -4.735 -0.13
C -2.461 2.513 -3.397 -0.15
C -1.389 2.605 -2.483 -0.22
H 5.201 4.850 -1.738 0.09
H 5.905 4.530 0.614 0.09
H 4.364 3.508 2.251 0.09
H 2.078 2.784 1.551 0.12
H 0.890 3.703 -4.829 0.05
H -1.059 3.525 -6.319 0.08
H -3.241 2.786 -5.377 0.08
H -3.416 2.154 -3.024 0.07
Cl -2.352 6.140 -1.315 0.47
C -1.341 5.322 -0.064 -0.51
C -2.211 4.793 1.103 -0.81
O -2.548 5.651 1.948 -0.10
O -2.428 3.559 1.101 -0.14
H -0.652 6.077 0.306 0.05
H -0.824 4.509 -0.565 0.00
C 1.303 -5.359 2.964 -0.08
C -0.050 -5.738 2.359 -0.57
C 0.186 -6.856 1.336 -0.06
C -0.939 -6.274 3.492 -0.06
C -0.737 -4.545 1.687 -0.20
C -1.970 -4.731 1.064 -0.07
C -2.665 -3.683 0.450 0.00
C -2.091 -2.431 0.473 -0.25
O -2.540 -1.264 -0.034 0.05
B -1.555 -0.232 0.252 -0.56
O -0.508 -0.931 0.978 0.06
C -0.858 -2.231 1.086 -0.23
C -0.173 -3.260 1.696 0.05
H 1.753 -6.238 3.435 0.08
H 1.195 -4.584 3.725 0.08
H 1.993 -4.993 2.199 0.09
H 0.686 -7.709 1.809 0.07
H 0.814 -6.497 0.517 0.09
H -0.754 -7.208 0.909 0.07
H -0.457 -7.123 3.991 0.07
H -1.906 -6.604 3.110 0.07
H -1.121 -5.493 4.233 0.09
H -2.417 -5.720 1.046 0.09
H -3.621 -3.846 -0.033 0.11
H 0.784 -3.049 2.154 0.11
```

=====

No. 2
ORCA calculation (ωB97M-V with the def2-TZVPD basis set) on a 2-piece molecular cluster, C25H22BrF2OS overall at a distorted geometry.

Values from the calculation:
Strongest force on any atom in Eh/bohr: 0.0351
HOMO energy in Ha: -0.37674
Charge: +1
Calculated total energy in a.u.: -4212.6799

Geometry as XYZ:
```
52
Properties=species:S:1:pos:R:3:lowdin_charge:R:1
F -4.552 3.198 2.867 0.05
C -4.474 1.832 3.032 -0.21
C -5.669 1.116 3.021 0.05
C -5.578 -0.276 3.160 -0.04
C -4.350 -0.903 3.313 0.00
C -3.123 -0.176 3.310 -0.18
C -1.874 -0.879 3.438 0.08
C -0.606 -0.302 3.353 -0.05
C 0.585 -0.923 3.748 0.07
C 1.821 -0.175 3.850 -0.20
C 2.048 0.933 2.984 0.07
C 3.194 1.706 3.155 -0.22
F 3.416 2.745 2.278 0.05
C 4.137 1.465 4.149 0.04
C 3.891 0.402 5.030 -0.05
C 2.775 -0.414 4.879 -0.01
C -3.215 1.247 3.177 0.09
H -6.626 1.620 2.906 0.14
H -6.491 -0.872 3.139 0.12
H -4.292 -1.991 3.402 0.12
H -1.932 -1.942 3.691 0.14
H -0.527 0.728 3.000 0.11
H 0.560 -1.954 4.118 0.13
H 1.309 1.201 2.228 0.13
H 5.036 2.071 4.215 0.13
H 4.591 0.220 5.844 0.12
H 2.550 -1.189 5.621 0.12
H -2.317 1.862 3.168 0.13
C 2.242 -5.493 2.901 -0.26
S 2.439 -3.878 2.062 1.00
C 4.103 -4.175 1.346 -0.25
C 1.413 -4.106 0.719 -0.37
C 0.452 -3.196 0.184 -0.46
C -0.281 -3.604 -1.095 -0.14
C -0.024 -4.778 -1.841 -0.02
C -0.755 -5.074 -3.008 -0.11
C -1.750 -4.201 -3.464 -0.70
Br -2.747 -4.591 -5.016 0.75
C -1.998 -3.021 -2.746 -0.11
C -1.267 -2.736 -1.589 -0.02
O 0.196 -2.083 0.697 -0.06
H 2.900 -5.504 3.774 0.05
H 1.202 -5.545 3.231 0.06
H 2.471 -6.345 2.249 0.07
H 4.825 -4.151 2.169 0.05
H 4.188 -5.129 0.813 0.07
H 4.319 -3.348 0.663 0.06
H 1.648 -5.022 0.173 0.05
H 0.748 -5.466 -1.513 0.10
H -0.553 -5.988 -3.564 0.10
H -2.763 -2.332 -3.091 0.10
H -1.475 -1.810 -1.057 0.11
```

=====

No. 3
ORCA calculation (ωB97M-V with the def2-TZVPD basis set) on C25H22ClEuNP as an isolated structure at a distorted geometry.

Values from the calculation:
Strongest force on any atom in Eh/bohr: 0.0907
Multiplicity: 7
HOMO energy (spin up / spin down) in Ha: -0.52235 / -0.52398
Charge: +2
Relative energy (zero: lowest compared OMol25 entry of this formula, charge and spin) in kcal per mole: 0.0
Calculated total energy in a.u.: -2531.8892

Geometry as XYZ:
```
51
Properties=species:S:1:pos:R:3:lowdin_charge:R:1
Eu 1.792 0.324 0.207 1.46
Cl 1.351 -2.137 0.780 -0.16
P -0.852 0.103 -1.201 1.01
C 0.490 0.596 -2.335 -0.50
C 0.665 1.914 -2.811 -0.08
C 1.805 2.245 -3.551 -0.03
C 2.812 1.294 -3.754 -0.04
C 2.689 -0.005 -3.249 -0.06
C 1.521 -0.368 -2.566 -0.22
C -1.826 -1.133 -2.105 -0.36
C -2.766 -1.882 -1.358 -0.08
C -3.492 -2.900 -1.972 -0.05
C -3.288 -3.189 -3.330 -0.04
C -2.366 -2.447 -4.075 -0.05
C -1.641 -1.415 -3.472 -0.08
C -1.952 1.527 -0.901 -0.39
C -2.100 1.966 0.434 -0.12
C -2.985 2.999 0.723 -0.06
C -3.705 3.620 -0.308 -0.04
C -3.555 3.193 -1.636 -0.04
C -2.693 2.130 -1.930 -0.08
H -2.921 -1.641 -0.302 0.11
H -4.226 -3.468 -1.396 0.12
H -3.848 -3.998 -3.803 0.12
H -2.212 -2.670 -5.134 0.12
H -0.948 -0.817 -4.065 0.11
H -0.106 2.663 -2.612 0.11
H 1.906 3.250 -3.979 0.13
H 3.702 1.566 -4.324 0.13
H 3.480 -0.749 -3.403 0.13
H 1.412 -1.385 -2.161 0.09
H -1.516 1.482 1.225 0.08
H -3.120 3.325 1.757 0.12
H -4.390 4.436 -0.075 0.12
H -4.109 3.685 -2.438 0.12
H -2.594 1.774 -2.959 0.12
H 1.694 2.386 -0.037 0.07
H 1.312 2.296 0.704 0.07
N 1.661 0.650 2.713 0.01
C 1.961 -0.027 3.630 -0.12
C 2.389 -0.840 4.712 -0.23
C 2.617 -2.213 4.512 -0.02
C 3.155 -2.987 5.541 -0.04
C 3.470 -2.395 6.770 -0.02
C 3.187 -1.040 6.997 -0.04
C 2.657 -0.256 5.964 -0.01
H 2.380 -2.646 3.538 0.09
H 3.331 -4.051 5.384 0.12
H 3.932 -2.990 7.564 0.13
H 3.379 -0.587 7.976 0.13
H 2.462 0.815 6.113 0.13
```

=====

No. 4
ORCA calculation (ωB97M-V with the def2-TZVPD basis set) on C25H22ClLaNP as an isolated structure at a distorted geometry.

Values from the calculation:
Strongest force on any atom in Eh/bohr: 0.0791
HOMO energy in Ha: -0.50258
Charge: +2
Calculated total energy in a.u.: -1853.1804

Geometry as XYZ:
```
51
Properties=species:S:1:pos:R:3:lowdin_charge:R:1
La 0.104 0.172 1.210 1.54
Cl 1.713 -1.675 1.648 -0.09
P -0.836 -0.386 -1.360 0.87
C -0.347 1.081 -2.195 -0.44
C -1.423 1.767 -2.776 -0.09
C -1.169 2.807 -3.647 -0.04
C 0.177 3.186 -3.821 -0.03
C 1.261 2.579 -3.138 -0.04
C 0.999 1.499 -2.297 -0.10
C 0.074 -1.889 -1.924 -0.34
C 0.125 -3.095 -1.166 -0.11
C 0.668 -4.211 -1.796 -0.05
C 1.126 -4.084 -3.120 -0.04
C 1.103 -2.892 -3.851 -0.05
C 0.566 -1.774 -3.236 -0.10
C -2.509 -0.741 -0.899 -0.40
C -2.997 -0.792 0.431 -0.12
C -4.327 -1.204 0.574 -0.04
C -5.080 -1.491 -0.594 -0.02
C -4.580 -1.415 -1.908 -0.02
C -3.256 -1.053 -2.040 -0.10
H -0.333 -3.165 -0.156 0.10
H 0.690 -5.166 -1.256 0.12
H 1.542 -4.945 -3.607 0.11
H 1.453 -2.795 -4.879 0.12
H 0.428 -0.820 -3.756 0.11
H -2.422 1.391 -2.585 0.10
H -2.011 3.290 -4.171 0.13
H 0.366 4.035 -4.480 0.12
H 2.295 2.944 -3.272 0.13
H 1.811 0.945 -1.809 0.12
H -2.363 -0.543 1.321 0.04
H -4.761 -1.306 1.593 0.13
H -6.125 -1.767 -0.490 0.12
H -5.178 -1.624 -2.805 0.13
H -2.755 -1.009 -2.999 0.12
H -4.030 4.707 -1.715 0.00
H -4.576 4.306 -1.340 0.01
N 1.876 1.393 2.256 -0.08
C 2.263 1.306 3.379 -0.13
C 2.880 1.258 4.629 -0.22
C 3.799 2.256 5.021 0.01
C 4.474 2.127 6.238 -0.03
C 4.252 1.036 7.081 -0.02
C 3.322 0.070 6.702 -0.04
C 2.623 0.169 5.500 0.00
H 4.008 3.126 4.394 0.13
H 5.190 2.880 6.547 0.12
H 4.805 0.922 8.018 0.13
H 3.164 -0.791 7.346 0.12
H 1.925 -0.619 5.199 0.12
```

=====

No. 5
ORCA calculation (ωB97M-V with the def2-TZVPD basis set) on C25H22FeN4O3Te as an isolated structure.

Values from the calculation:
Strongest force on any atom in Eh/bohr: 0.0087
Multiplicity: 5
HOMO energy (spin up / spin down) in Ha: -0.23630 / -0.23746
Relative energy (zero: lowest compared OMol25 entry of this formula, charge and spin) in kcal per mole: 3.0
Calculated total energy in a.u.: -2942.3808

Geometry as XYZ:
```
56
Properties=species:S:1:pos:R:3:lowdin_charge:R:1
Fe 0.699 -0.163 0.201 0.49
O -1.643 -1.369 -3.484 0.05
C -2.048 -2.579 -3.035 -0.26
C -2.927 -3.303 -3.841 -0.02
C -3.405 -4.528 -3.422 -0.08
C -3.017 -5.059 -2.194 -0.09
C -2.128 -4.355 -1.408 -0.03
C -1.622 -3.117 -1.811 -0.08
C -0.632 -2.414 -0.970 -0.39
O -0.375 -1.174 -1.239 -0.14
N -0.029 -3.097 -0.017 0.09
N 0.819 -2.257 0.640 -0.10
C 1.711 -2.712 1.429 -0.08
C 2.653 -1.716 1.963 -0.27
C 3.596 -2.035 2.932 -0.01
C 4.487 -1.057 3.341 -0.05
C 4.417 0.203 2.767 -0.05
C 3.442 0.441 1.812 -0.12
N 2.577 -0.488 1.419 0.01
H -1.113 -0.979 -2.752 0.06
H -3.227 -2.871 -4.787 0.11
H -4.091 -5.074 -4.056 0.10
H -3.406 -6.011 -1.860 0.10
H -1.798 -4.750 -0.457 0.11
H 1.819 -3.769 1.656 0.13
H 3.621 -3.029 3.356 0.12
H 5.227 -1.278 4.098 0.11
H 5.095 0.994 3.053 0.11
H 3.337 1.417 1.353 0.12
O 2.355 0.210 -1.335 -0.10
C 2.063 1.106 -2.403 -0.15
C 0.647 1.608 -2.262 -0.26
C -0.053 2.063 -3.367 -0.01
C -1.351 2.514 -3.189 -0.04
C -1.906 2.488 -1.922 -0.03
C -1.144 2.001 -0.875 -0.11
N 0.117 1.583 -1.036 0.05
H 2.994 -0.453 -1.612 0.12
H 2.174 0.612 -3.370 0.13
H 2.759 1.951 -2.368 0.13
H 0.405 2.039 -4.346 0.12
H -1.928 2.861 -4.036 0.11
H -2.921 2.809 -1.740 0.11
H -1.546 1.909 0.126 0.07
Te -0.689 0.096 2.494 0.85
C -0.989 2.138 2.930 -0.68
C -1.853 2.473 3.977 -0.18
C -2.105 3.797 4.299 -0.10
C -1.496 4.823 3.588 -0.11
C -0.621 4.505 2.562 -0.11
C -0.367 3.178 2.241 -0.19
H -2.337 1.685 4.540 0.08
H -2.780 4.028 5.114 0.10
H -1.699 5.857 3.835 0.09
H -0.122 5.294 2.011 0.10
H 0.352 2.952 1.462 0.07
```

=====

No. 6
ORCA calculation (ωB97M-V with the def2-TZVPD basis set) on C25H22MoN4OS2 as an isolated structure.

Values from the calculation:
Strongest force on any atom in Eh/bohr: 0.0125
HOMO energy (spin up / spin down) in Ha: -0.49599 / -0.49599
Charge: +2
Relative energy (zero: lowest compared OMol25 entry of this formula, charge and spin) in kcal per mole: 0.0
Calculated total energy in a.u.: -2124.2028

Geometry as XYZ:
```
55
Properties=species:S:1:pos:R:3:lowdin_charge:R:1
Mo 0.631 0.088 -0.870 1.41
C -1.811 -1.822 2.069 0.03
C -0.967 -1.407 0.923 -0.20
N -0.703 -0.149 0.707 -0.16
N -1.207 0.775 1.575 0.00
C -0.785 1.957 1.326 -0.99
S 0.432 2.171 0.051 0.69
S -1.225 3.368 2.247 0.95
C -3.063 3.242 2.311 -0.37
C -3.650 1.972 2.851 -0.32
C -3.443 1.596 4.174 -0.04
C -4.031 0.446 4.674 -0.06
C -4.839 -0.338 3.857 -0.08
C -5.048 0.031 2.536 -0.09
C -4.449 1.182 2.034 -0.06
C -0.328 -2.385 0.030 -0.12
C 0.060 -3.624 0.584 0.00
C 0.629 -4.601 -0.190 -0.02
C 0.819 -4.391 -1.567 -0.01
C 0.445 -3.206 -2.142 0.01
C -0.134 -2.189 -1.364 -0.35
O -0.473 -1.022 -1.974 -0.22
H -2.657 -1.137 2.157 0.08
H -1.245 -1.719 3.000 0.13
H -2.155 -2.846 1.960 0.10
H -3.434 3.468 1.314 0.09
H -3.301 4.088 2.958 0.09
H -2.823 2.210 4.818 0.12
H -3.880 0.171 5.710 0.11
H -5.320 -1.221 4.257 0.11
H -5.694 -0.561 1.901 0.11
H -4.633 1.481 1.008 0.12
H -0.093 -3.795 1.641 0.13
H 0.923 -5.540 0.259 0.13
H 1.258 -5.170 -2.174 0.13
H 0.558 -3.029 -3.203 0.13
N 0.725 1.267 -2.725 -0.03
C 2.108 1.537 -3.127 -0.21
C 2.443 2.292 -4.212 0.03
C 3.802 2.503 -4.529 -0.02
C 4.788 1.960 -3.753 0.02
C 4.455 1.173 -2.625 -0.12
C 5.412 0.579 -1.771 0.06
C 5.002 -0.179 -0.705 0.00
C 3.635 -0.358 -0.486 -0.08
N 2.703 0.201 -1.249 -0.08
C 3.100 0.966 -2.322 -0.16
H 0.225 0.746 -3.446 0.13
H 0.220 2.144 -2.614 0.10
H 1.672 2.733 -4.832 0.14
H 4.055 3.103 -5.392 0.13
H 5.831 2.125 -3.989 0.14
H 6.467 0.726 -1.970 0.14
H 5.710 -0.646 -0.037 0.13
H 3.280 -0.966 0.337 0.12
```

=====

No. 7
ORCA calculation (ωB97M-V with the def2-TZVPD basis set) on a 2-piece molecular cluster, C25H22N overall at a distorted geometry.

Values from the calculation:
Strongest force on any atom in Eh/bohr: 0.0267
HOMO energy in Ha: -0.35574
Charge: +1
Relative energy (zero: lowest compared OMol25 entry of this formula, charge and spin) in kcal per mole: 10.6
Calculated total energy in a.u.: -1020.3281

Geometry as XYZ:
```
48
Properties=species:S:1:pos:R:3:lowdin_charge:R:1
C 3.500 -0.651 2.555 -0.08
C 2.409 0.238 2.545 -0.02
C 1.142 -0.311 2.538 -0.14
C 0.917 -1.713 2.581 -0.11
C 1.998 -2.588 2.582 -0.01
C 3.291 -2.043 2.567 -0.08
C -0.505 -1.913 2.686 -0.11
C -1.112 -0.622 2.751 -0.13
C -2.485 -0.471 2.707 -0.02
C -3.275 -1.638 2.666 -0.07
C -2.687 -2.912 2.656 -0.08
C -1.292 -3.058 2.664 -0.01
N -0.095 0.353 2.656 0.00
C -0.241 1.720 2.734 -0.13
C -1.296 2.346 3.309 0.02
H 4.512 -0.248 2.559 0.10
H 2.518 1.318 2.553 0.09
H 1.813 -3.665 2.607 0.12
H 4.158 -2.705 2.573 0.10
H -2.925 0.518 2.693 0.08
H -4.360 -1.549 2.635 0.10
H -3.322 -3.801 2.631 0.11
H -0.801 -4.031 2.641 0.12
H 0.636 2.272 2.367 0.11
H -1.289 3.431 3.349 0.01
H -2.090 1.799 3.813 0.05
C -2.781 6.420 3.270 -0.09
C -3.176 7.149 1.931 -0.12
C -1.850 7.420 1.279 0.07
C -0.799 6.986 2.072 0.01
C -1.278 6.390 3.266 -0.09
C -0.473 6.104 4.414 -0.17
C 0.945 6.057 4.300 0.01
C 1.744 5.853 5.421 -0.04
C 1.162 5.718 6.692 -0.01
C -0.234 5.765 6.829 -0.04
C -1.045 5.942 5.712 0.02
H -3.170 6.968 4.139 0.14
H -3.232 5.417 3.302 0.15
H -3.835 6.513 1.327 0.13
H -3.735 8.068 2.157 0.14
H -1.767 7.918 0.316 0.13
H 0.262 7.094 1.842 0.12
H 1.403 6.199 3.317 0.12
H 2.830 5.813 5.307 0.12
H 1.792 5.567 7.570 0.12
H -0.695 5.665 7.815 0.12
H -2.133 5.995 5.820 0.12
```

=====

No. 8
ORCA calculation (ωB97M-V with the def2-TZVPD basis set) on C25H22N5O3RuS as an isolated structure at a distorted geometry.

Values from the calculation:
Strongest force on any atom in Eh/bohr: 0.0220
Multiplicity: 2
HOMO energy (spin up / spin down) in Ha: -0.54432 / -0.54637
Charge: +2
Calculated total energy in a.u.: -1958.0150

Geometry as XYZ:
```
57
Properties=species:S:1:pos:R:3:lowdin_charge:R:1
Ru 0.100 0.312 0.250 1.42
C -1.952 0.259 -1.884 -0.05
N -0.585 -0.289 -1.594 -0.26
C -0.573 -1.782 -1.565 -0.08
C -1.100 -2.264 -0.244 -0.24
C -1.752 -3.467 -0.076 0.03
C -2.100 -3.866 1.208 0.00
C -1.794 -3.046 2.281 -0.01
C -1.152 -1.846 2.040 -0.07
N -0.817 -1.467 0.803 -0.03
C 0.433 0.255 -2.548 -0.08
C 0.759 1.681 -2.180 -0.23
C 1.102 2.650 -3.098 0.02
C 1.459 3.912 -2.636 0.00
C 1.453 4.165 -1.273 -0.01
C 1.091 3.151 -0.406 -0.07
N 0.753 1.939 -0.855 -0.03
C -2.530 1.057 -0.741 -0.22
C -3.802 1.599 -0.805 0.02
C -4.270 2.333 0.272 0.00
C -3.455 2.511 1.383 -0.01
C -2.198 1.946 1.377 -0.07
N -1.750 1.233 0.333 -0.04
H -1.893 0.894 -2.769 0.14
H -2.620 -0.567 -2.132 0.15
H -1.133 -2.194 -2.407 0.15
H 0.466 -2.106 -1.656 0.13
H -1.971 -4.090 -0.932 0.14
H -2.602 -4.811 1.366 0.13
H -2.042 -3.325 3.295 0.13
H -0.889 -1.169 2.843 0.13
H 1.335 -0.352 -2.446 0.13
H 0.077 0.173 -3.577 0.15
H 1.101 2.423 -4.155 0.13
H 1.740 4.687 -3.335 0.13
H 1.725 5.133 -0.879 0.13
H 1.075 3.287 0.667 0.12
H -4.414 1.447 -1.684 0.14
H -5.261 2.765 0.246 0.13
H -3.787 3.078 2.241 0.13
H -1.515 2.053 2.211 0.13
O 1.222 0.952 1.931 -0.09
C 2.150 0.128 1.620 -0.47
N 1.989 -0.444 0.433 -0.16
S 2.903 -1.833 0.268 0.68
O 2.015 -2.944 0.457 -0.27
O 3.673 -1.747 -0.928 -0.25
C 3.841 -1.476 1.730 -0.20
C 4.943 -2.143 2.210 0.00
C 5.501 -1.666 3.396 -0.02
C 4.964 -0.569 4.061 -0.02
C 3.849 0.096 3.564 0.03
C 3.297 -0.370 2.384 -0.13
H 5.361 -2.996 1.695 0.14
H 6.370 -2.162 3.807 0.13
H 5.425 -0.227 4.977 0.12
H 3.431 0.953 4.074 0.13
```